# 1
Computed, not measured: one molecule with the formula C18H24N2O4S at a distorted geometry, with the ωB97M-V functional and the def2-TZVPD basis.

- Energy relative to the best compared isomer or geometry (same formula, charge and spin): 24.60 kcal per mole
- SMILES: CC(C)[C@@H](OC(=O)c1cc2sccc2n1C)C(=O)NC[C@@H]1CCCO1
- E_LUMO: 0.437 eV
- Molecular weight: 364.467 g mol⁻¹
- Frontier orbital gap: 0.3187 hartree

Bonds (Å) are listed after each position.
Atoms and positions in Å:
1 C 0.5064 -3.6635 -1.6216  C2 1.525, H26 1.087, H27 1.088, H28 1.086
2 C 0.1166 -2.2011 -1.4334  C1 1.525, C3 1.528, C4 1.546, H29 1.097
3 C 0.2847 -1.4323 -2.7432  C2 1.528, H30 1.088, H31 1.087, H32 1.088
4 C 0.9771 -1.5597 -0.3203  C2 1.546, O5 1.427, C17 1.534, H33 1.097
5 O 0.7944 -0.1443 -0.3189  C4 1.427, C6 1.349
6 C 1.8469 0.6293 -0.6565  O5 1.349, O7 1.212, C8 1.454
7 O 2.9347 0.1831 -0.9490  C6 1.212
8 C 1.4707 2.0328 -0.6105  C6 1.454, C9 1.395, N15 1.379
9 C 0.2100 2.5416 -0.2983  C8 1.395, C10 1.391, H34 1.071
10 C 0.3214 3.9256 -0.3886  C9 1.391, S11 1.730, C14 1.405
11 S -0.6197 5.3651 -0.2033  C10 1.730, C12 1.737
12 C 0.7680 6.3266 -0.6122  S11 1.737, C13 1.357, H35 1.072
13 C 1.8922 5.6139 -0.8781  C12 1.357, C14 1.413, H36 1.074
14 C 1.6444 4.2286 -0.7520  C10 1.405, C13 1.413, N15 1.352
15 N 2.3336 3.0727 -0.8855  C8 1.379, C14 1.352, C16 1.438
16 C 3.7244 2.9968 -1.2452  N15 1.438, H37 1.092, H38 1.092, H39 1.087
17 C 0.5742 -2.1304 1.0457  C4 1.534, O18 1.215, N19 1.342
18 O 0.8183 -3.2769 1.3650  C17 1.215
19 N -0.0819 -1.2588 1.8277  C17 1.342, C20 1.440, H40 1.009
20 C -0.7323 -1.6177 3.0611  N19 1.440, C21 1.540, H41 1.092, H42 1.093
21 C -2.2618 -1.6071 2.8791  C20 1.540, C22 1.538, O25 1.426, H43 1.098
22 C -2.7537 -2.7189 1.9374  C21 1.538, C23 1.528, H44 1.087, H45 1.090
23 C -3.7905 -2.0092 1.0683  C22 1.528, C24 1.526, H46 1.087, H47 1.090
24 C -3.2285 -0.5904 1.0303  C23 1.526, O25 1.415, H48 1.092, H49 1.101
25 O -2.6736 -0.3656 2.3120  C21 1.426, C24 1.415
26 H -0.1790 -4.1460 -2.3143  C1 1.087
27 H 1.5136 -3.7319 -2.0261  C1 1.088
28 H 0.4819 -4.1941 -0.6742  C1 1.086
29 H -0.9343 -2.1416 -1.1245  C2 1.097
30 H 1.3347 -1.3959 -3.0264  C3 1.088
31 H -0.2710 -1.9285 -3.5352  C3 1.087
32 H -0.0849 -0.4132 -2.6508  C3 1.088
33 H 2.0352 -1.7822 -0.5055  C4 1.097
34 H -0.6577 1.9671 -0.0465  C9 1.071
35 H 0.6550 7.3928 -0.6291  C12 1.072
36 H 2.8347 6.0547 -1.1462  C13 1.074
37 H 4.3314 3.5174 -0.5014  C16 1.092
38 H 3.8835 3.4657 -2.2185  C16 1.092
39 H 4.0263 1.9538 -1.2924  C16 1.087
40 H -0.2827 -0.3377 1.4670  N19 1.009
41 H -0.3937 -2.6161 3.3440  C20 1.092
42 H -0.4541 -0.8981 3.8358  C20 1.093
43 H -2.7304 -1.6838 3.8690  C21 1.098
44 H -3.1687 -3.5589 2.4889  C22 1.087
45 H -1.9257 -3.0812 1.3274  C22 1.090
46 H -3.8898 -2.4458 0.0775  C23 1.087
47 H -4.7644 -2.0101 1.5588  C23 1.090
48 H -3.9843 0.1780 0.8577  C24 1.092
49 H -2.4515 -0.5048 0.2549  C24 1.101


# 2
Computed, not measured: one molecule with the formula C18H24N2O4S2 at a distorted geometry, with the ωB97M-V functional and the def2-TZVPD basis.

- Energy relative to the best compared isomer or geometry (same formula, charge and spin): 45.38 kcal per mole
- SMILES: CCc1ccccc1N(CC(=O)NCCSCc1ccco1)S(C)(=O)=O
- E_LUMO: 0.497 eV
- Molecular weight: 396.534 g mol⁻¹
- Frontier orbital gap: 0.3148 hartree

Bonds (Å) are listed after each position.
Atoms and positions in Å:
1 C 3.1259 0.2332 -2.9847  C2 1.530, H27 1.087, H28 1.088, H29 1.087
2 C 2.2656 1.0568 -2.0245  C1 1.530, C3 1.500, H30 1.093, H31 1.090
3 C 3.0100 1.3504 -0.7559  C2 1.500, C4 1.391, C8 1.394
4 C 4.0166 2.3107 -0.7479  C3 1.391, C5 1.382, H32 1.080
5 C 4.7260 2.6052 0.4004  C4 1.382, C6 1.385, H33 1.080
6 C 4.4320 1.9446 1.5816  C5 1.385, C7 1.382, H34 1.080
7 C 3.4360 0.9869 1.5960  C6 1.382, C8 1.390, H35 1.081
8 C 2.7329 0.6830 0.4361  C3 1.394, C7 1.390, N9 1.421
9 N 1.7266 -0.3195 0.4685  C8 1.421, C10 1.448, S23 1.646
10 C 0.5014 -0.0666 1.1972  N9 1.448, C11 1.538, H36 1.093, H37 1.093
11 C -0.6328 0.3332 0.2379  C10 1.538, O12 1.212, N13 1.342
12 O -1.2405 1.3771 0.3404  C11 1.212
13 N -0.8355 -0.5896 -0.7158  C11 1.342, C14 1.440, H38 1.017
14 C -1.9515 -0.5325 -1.6242  N13 1.440, C15 1.526, H39 1.097, H40 1.093
15 C -2.8818 -1.7243 -1.4151  C14 1.526, S16 1.823, H41 1.090, H42 1.089
16 S -3.4497 -1.8918 0.3088  C15 1.823, C17 1.844
17 C -4.9363 -0.8014 0.3214  S16 1.844, C18 1.478, H43 1.089, H44 1.090
18 C -4.6179 0.6377 0.2174  C17 1.478, C19 1.368, O22 1.348
19 C -4.6859 1.4998 -0.8420  C18 1.368, C20 1.415, H45 1.072
20 C -4.2457 2.7540 -0.3568  C19 1.415, C21 1.360, H46 1.070
21 C -3.9406 2.5575 0.9534  C20 1.360, O22 1.339, H47 1.071
22 O -4.1682 1.2870 1.3098  C18 1.348, C21 1.339
23 S 2.2074 -1.8832 0.2891  N9 1.646, C24 1.816, O25 1.440, O26 1.429
24 C 2.7679 -2.4647 1.9154  S23 1.816, H48 1.082, H49 1.082, H50 1.082
25 O 1.0362 -2.6415 -0.0654  S23 1.440
26 O 3.3270 -1.9184 -0.5980  S23 1.429
27 H 3.4084 -0.7031 -2.5111  C1 1.087
28 H 4.0307 0.7752 -3.2501  C1 1.088
29 H 2.5709 0.0168 -3.8945  C1 1.087
30 H 1.9883 2.0013 -2.5000  C2 1.093
31 H 1.3539 0.5058 -1.7937  C2 1.090
32 H 4.2381 2.8399 -1.6634  C4 1.080
33 H 5.5031 3.3544 0.3791  C5 1.080
34 H 4.9752 2.1738 2.4862  C6 1.080
35 H 3.1905 0.4741 2.5156  C7 1.081
36 H 0.6434 0.7355 1.9263  C10 1.093
37 H 0.1951 -0.9824 1.7101  C10 1.093
38 H -0.3060 -1.4560 -0.6655  N13 1.017
39 H -1.5926 -0.5413 -2.6608  C14 1.097
40 H -2.4715 0.4098 -1.4336  C14 1.093
41 H -2.3484 -2.6529 -1.6209  C15 1.090
42 H -3.7578 -1.6574 -2.0589  C15 1.089
43 H -5.5799 -1.1194 -0.4975  C17 1.089
44 H -5.4070 -1.0259 1.2780  C17 1.090
45 H -5.0146 1.2703 -1.8361  C19 1.072
46 H -4.1633 3.6657 -0.9112  C20 1.070
47 H -3.5589 3.2175 1.7054  C21 1.071
48 H 2.0131 -2.2384 2.6567  C24 1.082
49 H 3.7069 -1.9742 2.1329  C24 1.082
50 H 2.9069 -3.5346 1.8334  C24 1.082


# 3
Computed, not measured: one molecule with the formula C18H24N2O5 at a distorted geometry, with the ωB97M-V functional and the def2-TZVPD basis.

- Energy relative to the best compared isomer or geometry (same formula, charge and spin): 65.99 kcal per mole
- SMILES: CCCCCC[C@H]1C[C@@H](CC(=O)Nc2ccc([N+](=O)[O-])cc2)C(=O)O1
- E_LUMO: -0.345 eV
- Molecular weight: 348.399 g mol⁻¹
- Frontier orbital gap: 0.3223 hartree

Bonds (Å) are listed after each position.
Atoms and positions in Å:
1 C -0.7919 -5.8621 -3.1400  C2 1.524, H26 1.087, H27 1.088, H28 1.088
2 C -0.6444 -5.5677 -1.6523  C1 1.524, C3 1.527, H29 1.092, H30 1.092
3 C -1.0123 -4.1231 -1.3198  C2 1.527, C4 1.528, H31 1.093, H32 1.091
4 C -0.8812 -3.8332 0.1749  C3 1.528, C5 1.535, H33 1.092, H34 1.092
5 C -1.2561 -2.3954 0.5618  C4 1.535, C6 1.529, H35 1.091, H36 1.091
6 C -0.0616 -1.4579 0.7434  C5 1.529, C7 1.526, H37 1.093, H38 1.092
7 C 0.7174 -1.1794 -0.5393  C6 1.526, C8 1.538, O25 1.436, H39 1.096
8 C -0.0752 -0.3846 -1.5914  C7 1.538, C9 1.527, H40 1.088, H41 1.091
9 C 0.9047 0.6821 -2.0753  C8 1.527, C10 1.536, C23 1.527, H42 1.096
10 C 0.3013 2.0821 -2.2646  C9 1.536, C11 1.522, H43 1.090, H44 1.091
11 C -0.2801 2.5892 -0.9525  C10 1.522, O12 1.211, N13 1.365
12 O -1.4337 2.3977 -0.6388  C11 1.211
13 N 0.6401 3.2360 -0.1786  C11 1.365, C14 1.388, H45 1.016
14 C 0.4848 3.7428 1.1042  N13 1.388, C15 1.397, C22 1.400
15 C -0.7605 3.8766 1.7231  C14 1.397, C16 1.378, H46 1.077
16 C -0.8416 4.4019 2.9946  C15 1.378, C17 1.391, H47 1.079
17 C 0.3153 4.7988 3.6569  C16 1.391, N18 1.434, C21 1.393
18 N 0.2255 5.3490 4.9783  C17 1.434, O19 1.214, O20 1.215
19 O -0.8755 5.4301 5.4845  N18 1.214
20 O 1.2558 5.7030 5.5153  N18 1.215
21 C 1.5619 4.6676 3.0501  C17 1.393, C22 1.375, H48 1.079
22 C 1.6429 4.1430 1.7813  C14 1.400, C21 1.375, H49 1.080
23 C 1.9799 0.6825 -0.9905  C9 1.527, O24 1.203, O25 1.321
24 O 2.8250 1.5264 -0.8429  C23 1.203
25 O 1.8552 -0.3708 -0.2036  C7 1.436, C23 1.321
26 H -0.5281 -6.8949 -3.3537  C1 1.087
27 H -1.8180 -5.6968 -3.4614  C1 1.088
28 H -0.1419 -5.2147 -3.7252  C1 1.088
29 H -1.2874 -6.2427 -1.0837  C2 1.092
30 H 0.3867 -5.7574 -1.3450  C2 1.092
31 H -2.0429 -3.9362 -1.6303  C3 1.093
32 H -0.3699 -3.4536 -1.8942  C3 1.091
33 H -1.5365 -4.5264 0.7061  C4 1.092
34 H 0.1393 -4.0454 0.4997  C4 1.092
35 H -1.7902 -2.4114 1.5130  C5 1.091
36 H -1.9373 -1.9826 -0.1836  C5 1.091
37 H -0.4134 -0.5015 1.1387  C6 1.093
38 H 0.6293 -1.8834 1.4735  C6 1.092
39 H 1.1157 -2.1138 -0.9505  C7 1.096
40 H -0.4249 -1.0254 -2.3975  C8 1.088
41 H -0.9416 0.0886 -1.1269  C8 1.091
42 H 1.3909 0.3841 -3.0111  C9 1.096
43 H 1.0748 2.7596 -2.6274  C10 1.090
44 H -0.5046 2.0261 -2.9974  C10 1.091
45 H 1.6017 3.2099 -0.5039  N13 1.016
46 H -1.6512 3.5649 1.2043  C15 1.077
47 H -1.7943 4.5139 3.4888  C16 1.079
48 H 2.4447 4.9787 3.5869  C21 1.079
49 H 2.6034 4.0260 1.3018  C22 1.080


# 4
Computed, not measured: one molecule with the formula C18H24N2O5S at a distorted geometry, with the ωB97M-V functional and the def2-TZVPD basis.

- Energy relative to the best compared isomer or geometry (same formula, charge and spin): 121.56 kcal per mole
- SMILES: COc1ccc(CNC[C@@H](O)Cc2ccc(O)c(NS(C)(=O)=O)c2)cc1
- E_LUMO: 0.534 eV
- Molecular weight: 380.466 g mol⁻¹
- Frontier orbital gap: 0.3294 hartree

Bonds (Å) are listed after each position.
Atoms and positions in Å:
1 C -5.7431 -0.8805 2.0265  O2 1.380, H27 1.064, H28 1.129, H29 1.069
2 O -4.4410 -0.4292 1.9618  C1 1.380, C3 1.379
3 C -4.0017 -0.1124 0.6934  O2 1.379, C4 1.370, C26 1.405
4 C -3.1878 0.9810 0.5583  C3 1.370, C5 1.386, H30 1.117
5 C -2.6510 1.2836 -0.6833  C4 1.386, C6 1.427, H31 1.116
6 C -2.6243 0.2840 -1.7019  C5 1.427, C7 1.477, C25 1.424
7 C -1.8920 0.3808 -2.9807  C6 1.477, N8 1.455, H32 1.120, H33 1.095
8 N -0.4464 0.5446 -2.9869  C7 1.455, C9 1.442, H34 1.004
9 C 0.3658 -0.4144 -2.2800  N8 1.442, C10 1.590, H35 1.051, H36 1.116
10 C 0.9959 0.2926 -1.0029  C9 1.590, O11 1.490, C12 1.596, H37 1.077
11 O 0.0068 0.5162 0.0890  C10 1.490, H38 0.985
12 C 2.2588 -0.5515 -0.5138  C10 1.596, C13 1.511, H39 1.094, H40 1.077
13 C 3.2635 0.2901 0.2382  C12 1.511, C14 1.358, C24 1.384
14 C 4.3525 0.7811 -0.4080  C13 1.358, C15 1.349, H41 1.073
15 C 5.4105 1.3000 0.2487  C14 1.349, C16 1.392, H42 1.080
16 C 5.3763 1.2761 1.6405  C15 1.392, O17 1.369, C18 1.442
17 O 6.3928 1.8500 2.3550  C16 1.369, H43 0.953
18 C 4.3093 0.6343 2.3672  C16 1.442, N19 1.445, C24 1.385
19 N 4.4251 0.5361 3.8043  C18 1.445, S20 1.707, H44 1.040
20 S 4.0904 1.9342 4.7253  N19 1.707, C21 1.878, O22 1.502, O23 1.517
21 C 3.2334 3.0701 3.4994  S20 1.878, H45 1.120, H46 1.147, H47 1.118
22 O 3.2116 1.6525 5.9104  S20 1.502
23 O 5.5230 2.3752 4.9590  S20 1.517
24 C 3.2196 0.2212 1.6196  C13 1.384, C18 1.385, H48 1.102
25 C -3.4431 -0.8774 -1.6150  C6 1.424, C26 1.445, H49 1.160
26 C -4.1356 -1.0357 -0.3573  C3 1.405, C25 1.445, H50 1.094
27 H -6.2704 -0.8092 1.1056  C1 1.064
28 H -6.3499 -0.4508 2.8762  C1 1.129
29 H -5.6109 -1.8982 2.3265  C1 1.069
30 H -3.0213 1.6955 1.4005  C4 1.117
31 H -1.9634 2.1593 -0.7533  C5 1.116
32 H -2.2854 1.0999 -3.7446  C7 1.120
33 H -2.0698 -0.5247 -3.5712  C7 1.095
34 H -0.1724 1.4449 -2.6359  N8 1.004
35 H -0.2738 -1.2195 -2.0623  C9 1.051
36 H 1.1940 -0.6875 -2.9770  C9 1.116
37 H 1.3325 1.2713 -1.2991  C10 1.077
38 H -0.9048 0.7812 -0.1720  O11 0.985
39 H 1.9692 -1.3348 0.1926  C12 1.094
40 H 2.6419 -1.1262 -1.3400  C12 1.077
41 H 4.3766 0.6778 -1.4755  C14 1.073
42 H 6.2964 1.6300 -0.2731  C15 1.080
43 H 6.2729 1.6369 3.2757  O17 0.953
44 H 3.8848 -0.1827 4.3265  N19 1.040
45 H 2.4805 2.5323 2.8683  C21 1.120
46 H 4.0260 3.4934 2.7872  C21 1.147
47 H 2.8742 3.9630 4.0673  C21 1.118
48 H 2.3341 -0.0690 2.2081  C24 1.102
49 H -3.5774 -1.5025 -2.5835  C25 1.160
50 H -4.5936 -2.0241 -0.2548  C26 1.094